# C22H29N4O2PtS2

A structure of composition C22H29N4O2PtS2 (ωB97M-V/def2-TZVPD, the OMol25 dataset).

Properties
- ΔE to the lowest compared entry with this formula, charge and spin (kcal per mole) = 11.6
- charge = -1
- strongest force on any atom (hartree/bohr) = 0.006
- Kohn-Sham gap (eV) = 5.9
- LUMO energy (eV) = 2.62
- highest occupied orbital energy (hartree) = -0.120

Last column: Mulliken charge in e.
Element x y z (Å)
1 Pt 1.50695 0.54186 -1.37721  0.36
2 S 0.16466 -1.22947 -1.42308  -0.34
3 S 3.57875 0.21254 -0.96130  -0.67
4 O -0.15945 1.79002 -1.81627  -0.83
5 O 1.20062 -1.63835 4.96811  -0.68
6 N -2.04241 0.39662 -1.68925  0.04
7 N -0.57585 1.35298 1.88358  -0.56
8 N 2.82701 -0.64939 3.74929  0.32
9 N -2.38775 -1.75299 -1.10744  0.56
10 C -1.97824 -3.11082 -0.78050  -1.04
11 C -1.66119 3.91934 -2.58811  -0.56
12 C -3.81819 4.85641 -3.09292  -0.34
13 C -4.40988 3.62730 -2.83386  -0.69
14 C 0.47959 -0.46350 3.05332  0.73
15 C -4.35986 -1.48297 -2.62140  -1.32
16 C -3.62795 2.54615 -2.45309  -0.08
17 C -1.48015 -0.77949 -1.40857  -0.09
18 C -1.50184 0.48677 1.47487  -0.70
19 C 3.85749 -0.21355 5.96174  -1.11
20 C -1.37400 1.53020 -1.91810  0.29
21 C 1.53413 -0.96545 3.99444  0.27
22 C -2.44268 4.99916 -2.96888  -0.63
23 C 3.80812 -1.10425 4.72861  -0.82
24 C 0.39087 0.86704 2.65845  -0.27
25 C -0.51420 -1.33612 2.63773  -0.67
26 C -1.76232 -4.00520 -1.99575  -1.28
27 C -2.24892 2.68521 -2.32858  0.61
28 C -1.51618 -0.85581 1.81869  -0.27
29 C -3.81754 -1.46953 -1.19756  -0.55
30 C 4.07629 1.18147 2.61570  -0.99
31 C 3.34814 -0.14392 2.47499  -0.53
32 H 4.95355 1.10013 3.26316  0.33
33 H 4.60253 -0.58268 6.67023  0.38
34 H -1.05900 -3.05385 -0.19703  0.45
35 H -4.23602 -2.46190 -3.08607  0.34
36 H -2.75168 -3.53449 -0.13520  0.50
37 H -4.07135 1.58185 -2.24503  0.28
38 H 4.39438 1.50169 1.62358  0.30
39 H -1.97718 5.95655 -3.16791  0.38
40 H -2.29819 -1.50324 1.44158  0.60
41 H -1.40016 -4.98546 -1.67838  0.43
42 H 3.56127 -2.12612 5.02028  0.40
43 H -2.68811 -4.15079 -2.55464  0.27
44 H 1.14206 1.57928 2.98385  0.33
45 H -0.48355 -2.37061 2.95613  0.48
46 H 3.41652 1.94646 3.03222  0.22
47 H -5.42487 -1.23867 -2.62400  0.38
48 H -1.01801 -3.56682 -2.66032  0.30
49 H 4.11818 0.81034 5.68945  0.27
50 H -4.42754 5.70142 -3.38970  0.37
51 H 2.55070 -0.04642 1.74471  0.26
52 H -3.83316 -0.74358 -3.22379  0.25
53 H -4.32513 -2.22397 -0.59294  0.49
54 H -0.58882 4.01069 -2.48188  0.43
55 H 2.88703 -0.20728 6.45658  0.30
56 H 4.02480 -0.89738 2.06281  0.31
57 H -2.26897 0.89140 0.82298  0.60
58 H -5.48276 3.51138 -2.92744  0.39
59 H -4.00651 -0.49726 -0.74483  0.36
60 H 4.77714 -1.11773 4.22839  0.42